(1)
The following is a quantum chemistry calculation of 4 unconnected molecules or ions with the total composition C4H7F, from the Open Molecules 2025 dataset.

Output
energy relative to the best compared isomer or geometry (same formula, charge and spin): 8.1100 eV
LUMO: -0.2 eV
spin multiplicity: 1
HOMO level: -8.65 eV
frontier orbital gap: 0.3112 hartree

Each line ends with the Löwdin charge.
Atoms and positions in Å:
H  0.27  -1.24  1.84  0.184
C  -1.46  -0.29  0.04  -0.109
F  -0.31  1.52  -1.80  -0.061
H  2.04  -1.41  0.00  0.155
H  -2.08  -1.29  -0.10  0.133
C  1.21  -0.52  0.78  -0.118
C  0.51  0.75  -0.96  -0.179
H  1.70  1.14  -1.10  0.166
H  -1.60  0.16  1.07  0.105
H  -2.08  0.18  -0.67  0.051
H  1.85  1.01  0.88  0.200
C  -0.06  0.00  0.02  -0.528

***

(2)
The following is a quantum chemistry calculation of C4H7F in the gas phase, from the Open Molecules 2025 dataset.

Output
energy relative to the best compared isomer or geometry (same formula, charge and spin): 0.4634 eV
LUMO: 1.2 eV
SMILES: CC/C=C/F
spin multiplicity: 1
HOMO level: -9.09 eV
frontier orbital gap: 0.3798 hartree

Each line ends with the Löwdin charge.
Atoms and positions in Å:
C  -0.85  0.26  0.38  -0.122
H  0.78  0.36  -1.61  0.063
H  -1.52  -1.80  0.22  0.097
H  0.61  -1.11  0.62  0.105
H  2.27  -0.09  -0.93  0.046
H  1.79  1.49  -0.58  0.087
C  0.57  0.00  0.55  -0.273
H  -1.23  1.27  0.32  0.113
C  -1.72  -0.78  0.21  -0.189
H  0.91  0.53  1.50  0.128
F  -2.98  -0.58  0.02  0.053
C  1.37  0.45  -0.71  -0.107